A 6-piece molecular cluster, C22H59N7O10 overall at a distorted geometry. Source: OMol25; level of theory: ωB97M-V/def2-TZVPD.

```
98
Properties=species:S:1:pos:R:3:forces:R:3
C 0.846475 8.362102 1.080970 1.01 0.03 -1.89
O 0.303792 8.398389 -0.240461 -1.44 -0.50 0.13
C -1.138292 8.205778 -0.151760 1.19 -0.95 -0.13
C -1.518497 6.722417 -0.387599 -0.41 0.65 1.39
N -1.077709 5.788542 0.644186 0.29 -0.76 0.48
C -1.767189 4.505632 0.678459 -0.79 -0.84 -2.20
C -1.741571 3.707550 -0.722490 0.26 0.32 2.34
O -0.446344 3.193345 -0.909668 0.80 -0.34 0.63
C -0.182111 2.746880 -2.216889 -0.44 0.59 -0.13
H 1.922494 8.313608 0.930163 0.20 0.23 0.15
H 0.581816 7.449146 1.583148 -0.57 0.04 0.72
H 0.579174 9.318257 1.482487 -0.13 0.19 1.29
H -1.590901 8.749278 -0.972812 -0.04 0.37 -0.07
H -1.501449 8.592888 0.823087 0.06 -0.31 -0.51
H -1.305946 6.453942 -1.413407 0.37 -0.14 -0.37
H -2.601051 6.713516 -0.264539 -0.34 -0.01 -0.32
H -0.095090 5.534330 0.668454 0.05 0.67 -0.45
H -2.849430 4.610525 0.875198 0.38 0.34 0.19
H -1.357699 3.827216 1.427075 0.19 0.33 0.14
H -1.957228 4.414367 -1.489857 -0.43 0.45 -0.89
H -2.468515 2.890592 -0.688512 -0.04 0.05 -0.15
H -0.983632 2.108359 -2.549309 -0.30 -0.60 -0.21
H 0.776298 2.223553 -2.297122 -0.17 0.24 0.30
H -0.211755 3.634098 -2.841214 0.35 0.08 -0.60
C 1.039209 -1.683458 3.306045 -1.35 -1.44 1.41
O 2.211289 -2.018890 2.603336 -1.41 1.78 -1.50
C 3.109124 -2.830975 3.214082 0.85 -1.68 2.28
C 4.126652 -3.389259 2.215826 0.03 0.94 1.50
N 3.388285 -4.158301 1.240913 0.25 0.91 -0.49
C 4.294151 -4.857539 0.361132 -1.05 0.18 -1.26
C 4.929110 -4.089931 -0.765081 0.20 1.65 -0.09
O 3.867307 -3.452212 -1.491816 -0.25 -0.12 -0.83
C 3.972285 -3.391994 -2.910576 1.55 -0.86 -0.10
H 0.281802 -1.164663 2.729765 0.54 -0.06 -0.66
H 1.159264 -1.090051 4.208811 0.82 0.50 0.14
H 0.522715 -2.573608 3.735556 0.46 -0.02 -0.56
H 2.606711 -3.741863 3.632208 0.02 0.48 -0.31
H 3.542822 -2.345569 4.135397 0.15 -0.15 -0.90
H 4.785134 -4.031305 2.833068 -0.36 -0.13 -0.44
H 4.819840 -2.596662 1.858366 -0.52 -0.11 -0.31
H 2.728779 -3.540004 0.715021 0.88 -0.76 0.64
H 3.720473 -5.601871 -0.146717 -0.42 -0.97 -0.21
H 5.059256 -5.324947 0.911875 0.90 -0.72 0.92
H 5.559243 -4.717806 -1.414421 -0.29 0.07 0.19
H 5.507661 -3.227032 -0.394042 0.39 -0.55 0.06
H 3.291752 -2.640078 -3.233698 -0.64 0.54 -0.34
H 3.719158 -4.362224 -3.401051 0.16 0.57 0.41
H 5.010490 -3.087561 -3.272660 -1.04 -0.37 0.55
C 0.515178 -2.932524 -0.981587 -2.13 1.55 -0.75
O -0.812374 -3.170954 -0.468699 0.36 -0.25 0.27
C -1.812732 -2.287890 -0.956301 -0.06 0.71 0.34
C -3.248627 -2.623348 -0.589798 0.51 -2.12 0.64
N -3.611694 -3.881575 -1.240054 -0.95 0.68 -1.16
C -5.015169 -4.208140 -1.462816 -0.25 -0.23 1.57
C -5.585140 -3.549380 -2.673625 -0.55 0.72 -0.74
O -7.012173 -3.604353 -2.651782 1.43 -0.80 1.46
C -7.550947 -3.227108 -3.838243 -0.47 1.11 -1.89
H 1.143943 -3.763527 -0.779197 0.24 -0.95 -0.06
H 0.989652 -2.044638 -0.539064 -0.31 0.02 0.21
H 0.369186 -2.703711 -2.064210 0.65 -0.45 0.43
H -1.852085 -2.299492 -2.047455 0.49 0.10 -0.23
H -1.681899 -1.265328 -0.579860 0.48 -0.03 -0.17
H -3.798098 -1.850135 -1.089166 -0.60 0.60 0.23
H -3.457979 -2.702097 0.513278 0.24 0.63 -0.81
H -3.188859 -4.682005 -0.863641 1.01 -0.70 0.75
H -5.692374 -3.840208 -0.634161 0.60 -0.56 -0.35
H -5.044030 -5.319685 -1.479024 -0.45 0.71 -0.21
H -5.234796 -3.964180 -3.638854 0.14 0.15 0.43
H -5.350445 -2.472657 -2.603358 0.40 -0.22 -0.37
H -8.624166 -3.281311 -3.648582 -0.08 -0.12 -0.71
H -7.191654 -3.890595 -4.692331 -0.66 0.68 0.78
H -7.321139 -2.137199 -4.128505 -0.09 -1.27 0.37
N 5.603129 -0.677054 -1.093554 -1.78 0.55 1.36
C 4.539548 -0.080593 -0.397317 1.12 0.01 1.08
N 3.298960 -0.619639 -0.649665 -0.55 1.48 0.90
O 4.741396 0.825506 0.454996 -0.59 -1.28 -2.03
H 5.312366 -1.419739 -1.680680 0.18 -0.35 -0.84
H 6.402171 -0.125017 -1.304600 0.40 0.18 0.00
H 3.052362 -1.547295 -0.989836 0.77 0.34 0.06
H 2.565409 -0.069511 -0.175651 0.49 -0.73 -0.39
N 1.743489 2.118337 0.576872 0.16 -1.18 1.74
C 1.513804 1.344756 1.726116 0.00 1.77 -3.90
N 2.573867 1.084936 2.472452 1.92 -2.04 1.19
O 0.379822 0.898945 1.848978 -0.56 -0.56 0.77
H 0.889832 2.425891 0.143597 -0.04 0.59 -0.34
H 2.638830 2.558430 0.472767 -0.04 0.27 -0.24
H 3.522204 1.174651 2.013282 -1.46 -0.04 0.41
H 2.447518 0.126360 2.866654 0.49 1.21 -0.05
O -1.488503 1.434497 3.622700 -0.98 0.59 1.50
C -2.702408 0.941937 3.124799 0.11 0.32 -0.91
C -2.978939 1.409888 1.690076 -1.08 -0.46 0.01
O -2.245568 0.673710 0.701403 -0.04 0.46 0.33
H -0.724737 1.122175 3.162031 0.73 -0.52 -0.90
H -2.747450 -0.159900 3.052328 0.05 0.18 0.45
H -3.483125 1.329474 3.801045 0.18 -0.30 -0.30
H -2.918877 2.510435 1.579139 0.34 -0.62 0.11
H -4.040520 1.154425 1.501127 0.37 0.10 -0.08
H -1.294269 0.719892 0.899006 -0.10 0.23 0.12
```
Forces are in eV/Å.

For the HOMO-LUMO gap, the calculation gives 8.936 eV. The SMILES is COCCNCCOC.COCCNCCOC.COCCNCCOC.NC(N)=O.NC(N)=O.OCCO. Its net charge is 0. The LUMO energy comes out at 0.4 eV.


A 7-piece molecular cluster, C22H60BNO22PS7 overall at a distorted geometry. Source: OMol25; level of theory: ωB97M-V/def2-TZVPD.

```
114
Properties=species:S:1:pos:R:3:forces:R:3
C 1.615273 -3.816347 -1.589822 2.12 -0.21 0.33
C 2.973175 -4.428275 -1.882191 -0.84 1.31 0.37
C 4.166380 -4.580240 -0.746755 -2.62 -4.62 -0.20
N 4.528701 -3.236440 -0.081845 -0.84 1.48 -0.05
B 5.344130 -2.333120 -1.001542 3.36 3.68 -3.83
O 4.707405 -1.055474 -1.480545 0.47 -3.10 4.17
O 6.726385 -2.574039 -1.458874 -4.85 0.60 0.67
C 7.089769 -1.732023 -2.609605 2.02 1.33 -1.84
P 5.215942 -3.429930 1.560838 1.80 -1.69 6.22
O 3.867839 -3.204317 2.695735 0.87 1.36 -4.43
O 6.393647 -2.205546 1.992905 -2.76 -1.95 -0.65
S 5.935555 -5.199184 1.938626 -0.59 1.54 -0.82
H 0.760333 -4.377047 -1.003060 2.36 1.59 0.17
H 1.466979 -2.688236 -1.930810 -0.56 -3.21 -0.88
H 3.170466 -4.821130 -2.970772 0.40 2.21 1.86
H 3.687362 -5.240836 0.124016 1.20 1.45 -1.58
H 5.115040 -5.159188 -1.124025 -1.78 1.65 0.75
H 3.596585 -2.739960 0.052604 0.88 -0.71 -0.54
H 4.236902 -0.726112 -0.635422 0.65 -0.18 -2.19
H 7.120992 -0.567195 -2.354790 -0.42 -2.71 -0.37
H 6.446842 -1.933645 -3.583117 1.03 0.35 2.32
H 8.210824 -1.996728 -2.921760 -2.57 0.31 0.97
H 3.123546 -2.685205 2.230006 1.30 -0.88 1.40
H 6.724465 -2.472570 2.914659 -0.68 0.24 -1.67
O 0.429870 -6.785859 0.139158 -0.04 -0.53 0.51
S 0.329935 -7.483350 1.404230 -0.63 -0.51 0.74
O 0.568654 -8.906847 1.517028 -0.14 1.44 -0.53
O -1.106557 -7.137014 2.089301 1.76 0.24 -0.05
C -2.291394 -7.363772 1.340045 -1.18 -0.47 -0.64
C -2.655570 -8.836442 1.310673 0.20 -0.31 -0.10
C 1.351237 -6.649431 2.592589 -0.13 0.11 0.08
H -2.194612 -6.959184 0.326965 0.16 0.00 0.13
H -3.094638 -6.807193 1.834652 0.41 0.08 0.10
H -1.920012 -9.412021 0.740679 -0.12 0.08 0.06
H -3.633709 -8.983816 0.845053 0.08 0.10 0.08
H -2.676304 -9.251285 2.323317 -0.07 0.13 -0.13
H 1.141147 -5.579072 2.550665 -0.05 -0.17 0.01
H 2.394738 -6.837521 2.332969 -0.15 -0.11 -0.06
H 1.137238 -7.049837 3.585508 0.00 0.03 -0.19
O 2.365348 -2.635961 -4.643689 -0.27 0.73 -0.39
S 2.399869 -1.281853 -5.155638 0.56 0.53 -0.73
O 1.204168 -0.600129 -5.604643 1.20 -1.14 0.51
O 3.528753 -1.185360 -6.325719 -0.52 0.37 1.70
C 3.458903 -2.091782 -7.416666 -0.22 -0.75 -1.23
C 2.387820 -1.682122 -8.410247 -0.35 0.08 0.04
C 3.219878 -0.248464 -3.968049 0.21 -0.01 -0.27
H 3.299926 -3.115756 -7.062280 -0.01 0.16 0.13
H 4.434425 -2.070064 -7.914162 -0.05 0.17 0.39
H 1.388899 -1.782482 -7.975149 0.13 -0.03 -0.08
H 2.430553 -2.308504 -9.305288 0.08 0.06 0.12
H 2.509543 -0.634237 -8.701952 0.08 -0.18 0.00
H 4.149599 -0.731100 -3.661060 -0.27 0.12 -0.17
H 2.557320 -0.129351 -3.108685 -0.03 -0.08 -0.19
H 3.417571 0.724299 -4.422646 -0.09 -0.16 0.00
O -1.458806 2.708536 -4.761850 -0.75 -0.35 -0.43
S -2.312715 1.729267 -5.401193 -0.48 -0.56 -0.08
O -3.074421 2.036592 -6.593423 0.75 0.15 1.08
O -3.316480 1.092621 -4.287677 1.23 -0.20 -0.90
C -4.118469 1.970739 -3.511556 -0.93 0.79 0.54
C -5.310134 2.477865 -4.302130 -0.03 0.19 -0.33
C -1.360850 0.262927 -5.708559 -0.35 0.07 0.20
H -3.520344 2.800512 -3.120260 0.03 -0.17 -0.11
H -4.478983 1.398249 -2.650218 0.35 -0.08 -0.21
H -4.990562 3.133276 -5.117934 -0.05 -0.07 0.12
H -5.987809 3.045556 -3.658889 0.10 -0.11 0.02
H -5.859568 1.645336 -4.752673 0.06 0.08 0.15
H -0.821739 -0.006318 -4.798377 -0.23 0.15 -0.26
H -0.655009 0.480203 -6.512457 -0.21 0.13 0.20
H -2.035839 -0.539288 -6.013272 0.02 0.18 0.05
O -2.560851 4.507292 1.097909 -0.19 -1.22 -0.57
S -2.537040 3.251721 0.376894 0.29 -0.33 0.16
O -3.667441 2.792338 -0.402349 0.70 0.63 0.81
O -2.084803 2.063496 1.394923 0.33 0.82 -1.17
C -2.808550 1.889910 2.604345 -0.78 -0.30 1.00
C -4.130819 1.185883 2.363105 -0.30 0.11 -0.25
C -1.095158 3.220456 -0.657839 0.10 -0.13 0.10
H -2.957176 2.849848 3.110128 0.09 0.01 -0.18
H -2.189276 1.270777 3.262214 0.20 0.22 -0.36
H -4.812931 1.817464 1.785995 0.06 -0.09 0.10
H -4.617631 0.941692 3.311082 0.11 0.02 -0.05
H -3.981272 0.264766 1.791134 0.03 0.08 0.14
H -0.227691 3.516651 -0.065106 -0.19 -0.03 -0.02
H -1.250119 3.927118 -1.475330 -0.13 -0.07 0.12
H -0.968330 2.212217 -1.057059 -0.11 0.15 0.05
O -5.854595 7.702705 4.992761 0.04 0.41 -1.09
S -5.497349 8.506736 3.842632 0.31 -0.03 -0.30
O -6.453531 8.829232 2.804475 0.58 -0.50 1.03
O -4.163499 7.879207 3.149934 -0.64 1.14 0.83
C -4.170651 6.509789 2.774052 -0.01 -1.14 -0.57
C -4.946226 6.291745 1.488288 -0.49 0.01 -0.09
C -4.762410 10.017817 4.414622 0.21 -0.03 -0.05
H -4.562954 5.885918 3.584158 -0.04 0.20 0.04
H -3.127553 6.215516 2.616037 -0.18 0.36 0.18
H -6.012947 6.486343 1.634803 0.13 0.01 0.01
H -4.835885 5.261311 1.139997 0.04 0.22 0.10
H -4.598096 6.972349 0.704992 0.06 -0.14 0.11
H -4.002902 9.781207 5.162102 -0.13 -0.02 -0.14
H -5.549454 10.629377 4.859854 -0.01 -0.21 -0.10
H -4.321802 10.540911 3.563597 -0.10 -0.13 0.09
O 0.154866 1.089155 4.400680 0.21 0.71 0.54
S 0.162877 1.831135 5.644180 0.10 0.33 0.69
O -0.093487 3.255292 5.690078 0.29 -1.34 -0.49
O 1.551650 1.522865 6.437310 -1.34 -0.23 -0.18
C 2.783266 1.735008 5.762949 0.99 0.43 -0.42
C 3.137731 3.209256 5.706422 -0.18 0.31 -0.14
C -0.931155 1.029085 6.788944 0.17 -0.10 0.10
H 2.759002 1.294530 4.760564 -0.18 0.00 0.08
H 3.554872 1.203828 6.330478 -0.39 -0.08 0.08
H 2.438668 3.757464 5.067669 0.11 -0.08 0.08
H 4.144319 3.349905 5.303590 -0.06 -0.08 0.08
H 3.086081 3.659225 6.702831 0.08 -0.14 -0.13
H -0.710804 -0.039982 6.799280 0.01 0.18 -0.02
H -1.955808 1.197835 6.452368 0.18 0.09 -0.08
H -0.788541 1.465828 7.779360 0.02 -0.02 -0.19
```
Forces are in eV/Å.

For the HOMO-LUMO gap, the calculation gives 6.494 eV. Its net charge is +1. The LUMO energy comes out at -5.0 eV.


What is the formula in the second record?
C22H60BNO22PS7